1.
{"formula": "C5H14N", "method": "ωB97M-V/def2-TZVPD", "species": ["C", "C", "C", "C", "H", "H", "H", "H", "H", "H", "H", "H", "H", "H", "C", "N", "H", "H", "H", "H"], "xyz": [[-1.404, 1.210, -1.824], [-1.072, -0.082, -1.041], [-0.920, 0.134, 0.476], [-0.444, -1.124, 1.233], [-2.366, 1.641, -1.501], [-1.506, 0.995, -2.883], [-0.583, 1.946, -1.693], [-0.128, -0.501, -1.426], [-1.844, -0.858, -1.222], [-1.913, 0.427, 0.906], [-0.260, 0.985, 0.650], [-1.241, -1.915, 1.224], [-0.161, -0.963, 2.304], [0.401, -1.618, 0.718], [2.491, -0.642, 0.688], [2.161, 0.591, 0.694], [2.360, -1.240, 1.579], [2.797, -1.078, -0.227], [2.025, 1.102, -0.195], [1.607, 0.991, 1.540]], "forces_ev_per_angstrom": [[0.1, -0.2, 0.6], [-0.1, 0.0, 0.0], [-1.0, -0.5, 0.3], [-0.5, -0.6, 0.1], [0.5, 0.0, 0.0], [0.1, 0.0, -0.1], [-0.6, -0.2, -0.1], [-0.1, 0.0, 0.0], [0.4, 0.4, 0.1], [0.9, -0.1, -0.3], [0.0, 0.2, 0.1], [0.6, 0.8, 0.1], [-0.3, 0.0, -0.8], [-0.2, 0.1, 0.1], [-0.7, 0.7, 0.6], [-2.0, 0.7, 1.2], [0.4, 0.1, 0.1], [0.5, -0.4, -0.7], [0.5, -0.2, 0.7], [1.6, -0.7, -1.8]], "total_energy_ha": -253.35780, "total_charge": 1, "gap_ev": 9.46, "homo_ev": -15.093, "de_lowest_kcal_mol": 37.93}

2.
{"formula": "C5H14N", "method": "ωB97M-V/def2-TZVPD", "species": ["C", "C", "C", "C", "C", "N", "H", "H", "H", "H", "H", "H", "H", "H", "H", "H", "H", "H", "H", "H"], "xyz": [[1.244, -1.797, -0.435], [0.457, -0.479, -0.628], [-0.957, -0.796, -0.966], [0.907, 0.429, 0.519], [0.072, 1.725, 0.610], [-1.316, 1.382, 0.949], [2.308, -1.863, -0.728], [0.815, -2.626, -1.211], [1.146, -2.308, 0.561], [0.878, 0.066, -1.598], [-1.569, -0.049, -1.333], [-0.846, -1.433, -1.806], [-1.467, -1.320, -0.212], [0.667, -0.093, 1.511], [2.046, 0.566, 0.467], [0.112, 2.247, -0.432], [0.509, 2.446, 1.370], [-1.718, 2.251, 1.294], [-1.934, 0.950, 0.338], [-1.353, 0.703, 1.731]], "forces_ev_per_angstrom": [[-0.8, -3.3, -2.1], [3.5, 0.9, -1.7], [0.9, -0.7, 0.3], [-0.6, -0.2, 1.5], [3.0, 0.9, -2.4], [0.5, 1.0, 3.5], [-0.4, 0.9, 0.4], [0.7, 1.9, 1.8], [-0.1, 0.9, -0.7], [-0.6, -1.2, 1.8], [-1.1, 2.2, -0.7], [-0.3, -0.9, -0.7], [-0.7, -1.0, 1.2], [0.7, 0.3, -1.0], [-1.9, 0.2, 0.1], [-0.4, -0.7, 1.9], [-1.0, -0.9, -0.8], [-0.6, 0.0, 0.0], [-1.0, -0.7, -2.6], [0.4, 0.5, 0.0]], "total_energy_ha": -253.36571, "total_charge": 1, "gap_ev": 11.46, "homo_ev": -15.044, "de_lowest_kcal_mol": 32.97}

3.
{"formula": "C5H14N2", "method": "ωB97M-V/def2-TZVPD", "species": ["C", "N", "C", "C", "C", "C", "N", "H", "H", "H", "H", "H", "H", "H", "H", "H", "H", "H", "H", "H", "H"], "xyz": [[0.293, -0.073, -0.706], [0.899, -0.911, 0.362], [-0.175, -1.532, 1.169], [1.686, -1.959, -0.372], [-0.946, 0.959, -0.157], [-0.381, 1.840, 0.960], [-1.356, 1.679, -1.275], [0.233, -0.609, -1.764], [1.015, 0.712, -0.991], [0.391, -1.964, 2.011], [-0.960, -0.876, 1.441], [-0.517, -2.382, 0.705], [1.659, -1.818, -1.497], [1.206, -2.891, -0.346], [2.647, -2.047, -0.006], [-1.903, 0.407, 0.201], [0.219, 2.648, 0.673], [-1.081, 2.257, 1.845], [0.444, 1.250, 1.525], [-0.666, 2.418, -1.447], [-2.356, 2.107, -1.319]], "forces_ev_per_angstrom": [[-0.6, 1.7, 0.0], [-0.8, -0.2, -2.3], [3.3, 0.2, 1.0], [-1.9, 1.7, -1.3], [-0.3, -2.4, 0.8], [0.4, -1.9, 3.9], [-1.6, 2.4, -2.5], [-1.2, 0.7, 2.2], [0.2, -0.1, 0.2], [-0.6, 0.4, 0.5], [-0.4, 0.6, 0.4], [-1.5, -1.9, -1.5], [0.5, 0.5, 1.2], [-0.8, -1.7, 0.7], [2.1, -0.1, 0.6], [1.8, 0.5, -0.4], [0.4, 1.5, -1.2], [1.0, -1.1, -2.2], [-1.4, 0.5, -0.5], [-0.7, -0.1, -0.2], [2.2, -1.1, 0.7]], "total_energy_ha": -308.25543, "total_charge": -1, "gap_ev": [2.51, 8.77], "multiplicity": 2, "homo_ev": [1.447, -5.005], "de_lowest_kcal_mol": 67.52}

4.
{"formula": "C5H14N2", "method": "ωB97M-V/def2-TZVPD", "species": ["C", "C", "N", "C", "C", "C", "N", "H", "H", "H", "H", "H", "H", "H", "H", "H", "H", "H", "H", "H", "H"], "xyz": [[1.843, -2.031, -1.617], [1.991, -0.719, -0.758], [0.779, 0.124, -0.621], [-0.201, -0.305, 0.435], [-1.283, 0.766, 0.410], [-0.692, 1.990, 1.131], [-2.524, 0.257, 0.933], [0.999, -2.553, -1.374], [1.737, -1.809, -2.650], [2.674, -2.818, -1.632], [2.149, -0.970, 0.335], [2.862, -0.134, -1.166], [0.411, 0.567, -1.352], [0.394, -0.180, 1.367], [-0.730, -1.216, 0.130], [-1.480, 0.831, -0.722], [0.362, 2.344, 0.567], [-0.125, 1.636, 2.145], [-1.450, 2.752, 1.490], [-3.075, 0.921, 1.380], [-2.457, -0.245, 1.692]], "forces_ev_per_angstrom": [[2.7, 0.5, 0.1], [-0.2, -0.2, 0.6], [2.4, -3.0, 4.2], [0.9, 1.4, -1.9], [0.5, 0.0, -0.9], [3.2, 0.4, 1.2], [-0.6, 1.8, -4.0], [-2.4, -1.3, 1.0], [-0.1, 0.6, -1.0], [-0.6, 1.4, 0.6], [0.6, 0.0, -1.3], [-0.9, -0.4, 0.6], [-1.7, 1.7, -3.8], [-0.8, -1.2, -0.3], [0.6, -0.5, 0.8], [0.3, 1.0, 1.5], [-3.4, -0.3, 1.1], [-1.7, 0.5, -2.0], [1.1, -0.5, -1.0], [-1.4, 2.5, -0.2], [1.6, -4.5, 4.7]], "total_energy_ha": -308.31322, "gap_ev": 9.53, "homo_ev": -8.414, "de_lowest_kcal_mol": 68.92}

5.
{"formula": "C5H14N2", "method": "ωB97M-V/def2-TZVPD", "species": ["C", "C", "C", "N", "C", "C", "N", "H", "H", "H", "H", "H", "H", "H", "H", "H", "H", "H", "H", "H", "H"], "xyz": [[2.000, 0.489, 0.238], [0.986, 0.691, -0.902], [1.194, -0.260, -2.104], [-0.370, 0.628, -0.413], [-0.750, -0.697, 0.140], [-1.381, -0.522, 1.513], [-2.628, 0.266, 1.389], [2.172, -0.556, 0.491], [1.779, 1.179, 1.044], [2.975, 0.719, -0.210], [1.175, 1.703, -1.272], [0.381, 0.039, -2.763], [1.222, -1.286, -1.747], [2.120, -0.012, -2.625], [-1.226, 1.108, -0.190], [0.078, -1.403, 0.212], [-1.483, -1.152, -0.540], [-1.539, -1.518, 1.941], [-0.653, -0.045, 2.174], [-2.713, 1.047, 2.023], [-3.339, -0.420, 1.599]], "forces_ev_per_angstrom": [[0.9, 0.0, -1.6], [-0.1, 1.1, 0.3], [0.1, 1.3, 0.6], [-0.8, -3.4, 1.2], [0.0, 0.4, -0.4], [0.6, 0.1, -0.1], [0.3, -0.9, 0.0], [-0.6, -0.1, 0.6], [0.1, -0.3, 0.3], [0.1, 0.4, 0.3], [-0.2, 0.1, 0.0], [-0.1, -0.9, -0.2], [-0.3, -0.2, -0.5], [0.2, -0.2, 0.1], [0.8, 1.9, -0.9], [0.2, 0.2, 0.0], [-0.1, -0.2, 0.2], [-0.4, 0.1, 0.1], [-0.1, 0.2, -0.1], [0.1, -0.2, 0.2], [-0.6, 0.6, -0.1]], "total_energy_ha": -308.36352, "gap_ev": 8.87, "homo_ev": -7.743, "de_lowest_kcal_mol": 37.36}

6.
{"formula": "C5H14N2", "method": "ωB97M-V/def2-TZVPD", "species": ["C", "C", "C", "N", "H", "H", "H", "H", "H", "H", "H", "H", "H", "C", "C", "N", "H", "H", "H", "H", "H"], "xyz": [[-1.542, -0.441, -0.492], [0.714, 1.945, -0.424], [-2.266, 0.232, 0.649], [-0.300, 1.688, -1.238], [0.024, 1.305, -2.127], [-1.539, -1.530, -0.394], [-1.920, -0.164, -1.468], [1.720, 2.145, -0.814], [0.466, 2.565, 0.437], [1.003, 0.704, 0.286], [-2.345, 1.300, 0.460], [-3.268, -0.189, 0.767], [-1.715, 0.085, 1.580], [1.930, -1.374, -0.264], [1.003, -0.608, 0.647], [0.744, -0.842, 1.859], [1.089, -1.751, 2.182], [-0.281, -0.374, -0.148], [2.924, -1.467, 0.180], [2.032, -0.859, -1.218], [1.525, -2.368, -0.460]], "forces_ev_per_angstrom": [[2.2, -0.9, 1.4], [-1.7, 1.8, -2.3], [0.0, -0.1, -0.1], [1.4, 0.5, 1.1], [0.1, 0.1, 0.0], [-0.5, -0.2, 0.0], [0.6, 0.2, -0.1], [0.1, -0.7, 0.2], [0.0, -0.4, 0.3], [-0.3, -3.1, 1.0], [-0.1, 0.0, 0.0], [0.0, 0.1, 0.1], [-0.1, 0.0, 0.1], [-0.4, -0.2, -0.3], [1.9, 2.5, 0.5], [-0.2, 0.0, 0.1], [-0.1, 0.0, -0.2], [-3.0, 0.5, -1.8], [-0.1, 0.0, 0.1], [0.0, 0.0, -0.1], [0.1, -0.1, 0.0]], "total_energy_ha": -308.23280, "gap_ev": 9.27, "homo_ev": -8.879, "de_lowest_kcal_mol": 119.39}

7.
{"formula": "C5H14N2", "method": "ωB97M-V/def2-TZVPD", "species": ["C", "C", "C", "C", "C", "N", "N", "H", "H", "H", "H", "H", "H", "H", "H", "H", "H", "H", "H", "H", "H"], "xyz": [[0.308, 0.522, -1.049], [0.458, -1.283, -0.197], [-0.097, -1.376, 1.118], [1.304, 1.352, -0.272], [-1.355, -0.009, 1.882], [0.665, 0.353, -2.399], [-0.997, 0.922, -0.855], [1.589, -0.037, -2.526], [-0.020, -0.151, -2.946], [-1.674, 0.350, -1.346], [-1.217, 0.886, 0.178], [1.540, -1.380, -0.264], [-0.075, -1.835, -0.970], [0.620, -1.335, 1.931], [-0.816, -2.174, 1.267], [1.232, 2.392, -0.596], [2.320, 0.997, -0.438], [1.075, 1.301, 0.791], [-2.252, -0.581, 2.142], [-0.782, 0.117, 2.799], [-1.825, 0.968, 1.749]], "forces_ev_per_angstrom": [[0.9, -2.5, 1.4], [0.3, 2.5, -2.3], [-2.1, 1.6, 1.7], [-0.2, 0.0, -0.1], [0.8, -1.8, 0.9], [0.0, 0.2, -0.4], [-1.1, 0.6, 1.2], [-0.1, 0.0, 0.0], [0.1, 0.0, 0.1], [0.1, 0.0, 0.0], [0.3, 0.0, -1.8], [-0.1, -0.3, 0.1], [0.1, -0.1, 0.1], [-0.1, 0.0, 0.0], [0.1, -0.1, 0.1], [0.0, 0.0, 0.0], [0.0, 0.0, 0.0], [0.0, 0.0, 0.1], [0.3, -0.5, -0.1], [-0.1, 0.0, 0.2], [0.6, 0.4, -1.0]], "total_energy_ha": -308.29135, "gap_ev": 8.45, "homo_ev": -7.487, "de_lowest_kcal_mol": 82.65}

8.
{"formula": "C5H14N2", "method": "ωB97M-V/def2-TZVPD", "species": ["C", "N", "C", "C", "N", "C", "C", "H", "H", "H", "H", "H", "H", "H", "H", "H", "H", "H", "H", "H", "H"], "xyz": [[-2.443, 0.805, 1.561], [-1.799, 1.378, 0.404], [-0.951, 0.429, -0.212], [0.300, -0.081, 0.578], [1.330, -0.920, -0.262], [0.771, -1.289, -1.550], [2.719, -0.291, -0.478], [-1.900, 0.909, 2.589], [-3.580, 0.982, 1.593], [-2.332, -0.358, 1.586], [-1.461, 2.322, 0.435], [-1.534, -0.469, -0.556], [-0.498, 0.770, -1.108], [0.080, -0.979, 1.315], [0.777, 0.623, 1.114], [-0.175, -1.969, -1.613], [1.594, -1.787, -2.046], [0.686, -0.257, -2.086], [2.894, -0.032, -1.527], [2.845, 0.610, 0.138], [3.502, -1.012, -0.220]], "forces_ev_per_angstrom": [[-0.5, -2.0, 2.2], [-0.7, -0.9, 0.3], [1.3, -1.9, -0.3], [-1.0, -6.2, -1.0], [0.1, 1.4, 0.8], [0.1, 1.2, -1.1], [-1.5, -0.5, 0.4], [-1.1, 0.8, -1.5], [1.8, 0.1, 0.3], [-0.4, 1.9, -0.9], [0.1, 0.1, 0.4], [0.3, 0.9, 0.5], [-0.1, 1.1, -1.0], [-0.4, 2.2, -0.9], [1.7, 2.7, 1.7], [1.7, 1.5, 0.5], [-0.1, -0.5, -0.5], [-0.6, -2.0, -0.2], [-0.2, 0.2, 0.0], [-0.1, -0.3, -0.1], [-0.2, 0.0, 0.1]], "total_energy_ha": -308.29988, "gap_ev": 8.87, "homo_ev": -7.830, "de_lowest_kcal_mol": 77.30}